Entry 1:
A molecular structure, C37H41Cl5FeGeN4Se, computed with ωB97M-V/def2-TZVPD.

Properties
2S+1: 6
Total charge: +1
E: -9696.39107 hartree
<S²>: 8.76
Relative energy (zero: lowest compared OMol25 entry of this formula, charge and spin): 40.7 kcal/mol
Frontier orbital gap (alpha / beta): 7.0097 / 6.3207 eV

Positions of all 90 atoms, in Å:
1 Fe 0.17395 -0.39202 -0.07660
2 Cl 3.68035 -1.10518 1.72396
3 C 2.87721 0.43372 1.78529
4 C 1.76042 0.64569 0.98671
5 C 1.27989 1.94059 1.05917
6 Cl -0.06276 2.24510 -0.04220
7 C 1.73916 2.96137 1.87529
8 Cl 0.99297 4.50891 1.88031
9 C 2.83112 2.67601 2.69185
10 Cl 3.45205 3.87817 3.74206
11 C 3.41406 1.40814 2.62867
12 Cl 4.78631 1.06705 3.60205
13 C -2.70837 -2.77420 -2.64005
14 C -2.17344 -1.67864 -1.95165
15 N -0.87651 -1.51253 -1.74196
16 C -0.04438 -2.44493 -2.26956
17 C -0.47884 -3.56631 -2.97556
18 C -1.86376 -3.72902 -3.13705
19 C 0.49106 -4.48646 -3.50677
20 C 1.81252 -4.24894 -3.37913
21 C 2.28475 -3.06660 -2.71152
22 C 3.64422 -2.70424 -2.63858
23 C 3.99353 -1.52214 -2.04434
24 C 2.99410 -0.72486 -1.46788
25 N 1.71621 -1.05289 -1.49379
26 C 1.36483 -2.19494 -2.13397
27 H -3.77794 -2.84161 -2.76966
28 H -2.83268 -0.89945 -1.59816
29 H -2.24653 -4.59243 -3.66423
30 H 0.13645 -5.36576 -4.02597
31 H 2.53930 -4.93070 -3.79827
32 H 4.39656 -3.35284 -3.06889
33 H 5.02232 -1.20022 -1.98787
34 H 3.24331 0.19738 -0.96463
35 C -0.34903 -4.07328 3.42759
36 Ge 0.16440 -3.67148 1.58842
37 C -0.93441 -4.74509 0.38747
38 C 2.00744 -4.21995 1.34674
39 C -0.37198 -1.78514 1.34878
40 H -0.15798 -5.12469 3.64126
41 H -1.40734 -3.87738 3.59312
42 H 0.23224 -3.47303 4.12658
43 H -0.96226 -5.76974 0.75738
44 H -0.52348 -4.76836 -0.61904
45 H -1.95674 -4.37123 0.34423
46 H 2.04448 -5.30058 1.48977
47 H 2.65075 -3.75600 2.08354
48 H 2.38942 -3.99074 0.35194
49 H -0.16889 -1.15268 2.21863
50 H -1.44483 -1.80109 1.15942
51 C -5.69253 2.96281 -0.67317
52 C -5.46778 3.58421 0.69957
53 C -4.25791 4.51418 0.75398
54 C -2.91526 3.79936 0.63648
55 N -2.62800 3.00019 1.82712
56 C -2.68385 1.65847 1.94883
57 Se -2.90224 0.44548 0.54460
58 N -2.47929 1.34769 3.24598
59 C -2.56827 0.02849 3.87333
60 C -3.80109 -0.09115 4.76376
61 C -5.12346 -0.05410 4.00078
62 C -5.36002 -1.29450 3.14772
63 C -2.23946 2.51307 3.96393
64 C -1.91169 2.72453 5.29795
65 C -1.70000 4.03459 5.68288
66 C -1.81021 5.09610 4.77311
67 C -2.13127 4.88115 3.44699
68 C -2.34149 3.56287 3.06360
69 H -6.64167 2.42969 -0.70989
70 H -4.90975 2.24959 -0.92887
71 H -5.71840 3.73259 -1.44652
72 H -5.36169 2.79923 1.45682
73 H -6.35301 4.15575 0.98639
74 H -4.27101 5.08860 1.68327
75 H -4.31719 5.24218 -0.05879
76 H -2.09303 4.50823 0.52510
77 H -2.89236 3.11858 -0.21467
78 H -1.65013 -0.11650 4.44788
79 H -2.58033 -0.70531 3.06897
80 H -3.77971 0.69983 5.51672
81 H -3.72047 -1.03563 5.30853
82 H -5.16429 0.84691 3.37914
83 H -5.93551 0.04742 4.72333
84 H -4.65848 -1.35408 2.31652
85 H -6.36364 -1.29435 2.72569
86 H -5.25703 -2.19953 3.74892
87 H -1.81725 1.91067 6.00099
88 H -1.44036 4.24573 6.70942
89 H -1.63331 6.10447 5.11614
90 H -2.20322 5.69863 2.74554

Mulliken population analysis, charges in e, atoms 1 to 5: Fe -0.474; Cl -0.155; C 1.859; C -1.920; C 1.733

Entry 2:
9 unconnected molecules or ions with the total composition H18O9, computed with ωB97M-V/def2-TZVPD.

Properties
Total charge: 0
E: -687.95123 hartree
SMILES string: O.O.O.O.O.O.O.O.O
Relative energy (zero: lowest compared OMol25 entry of this formula, charge and spin): 46.8 kcal/mol
Frontier orbital gap: 10.0310 eV

Positions of all 27 atoms, in Å:
1 O 33.66318 -0.74574 -25.42756
2 H 33.78867 -1.33387 -24.67230
3 H 34.36661 -0.98417 -26.04418
4 O 32.99761 1.59668 -27.06483
5 H 33.06118 0.81608 -26.48502
6 H 33.83976 1.63399 -27.53155
7 O 28.83850 -0.03336 -22.25851
8 H 29.68151 -0.02582 -22.74267
9 H 28.58828 0.89351 -22.18268
10 O 30.85287 0.16228 -24.29387
11 H 31.51069 -0.38203 -24.75594
12 H 30.46378 0.72777 -24.98217
13 O 31.23335 3.33569 -26.03246
14 H 31.53874 4.23240 -26.20959
15 H 31.83910 2.74492 -26.54793
16 O 28.67344 1.79524 -25.67679
17 H 27.85139 2.22684 -25.92886
18 H 29.32551 2.51571 -25.65914
19 O 30.39668 0.72471 -28.68652
20 H 31.26711 0.55668 -29.06115
21 H 30.57182 1.15823 -27.84530
22 O 31.45434 3.04940 -23.25268
23 H 31.11907 2.16830 -23.05426
24 H 31.78816 2.98001 -24.16190
25 O 28.91449 -2.23603 -24.73152
26 H 29.13691 -2.67703 -23.90538
27 H 29.43232 -1.41720 -24.71847

Mulliken population analysis, charges in e, atoms 1 to 5: O -0.634; H 0.292; H 0.261; O -0.629; H 0.374

Entry 3:
A single C7H14N2O4 molecule, computed with ωB97M-V/def2-TZVPD.

Properties
Total charge: 0
E: -685.60614 hartree
SMILES string: C[C@H](N)C(=O)N[C@H](C(=O)O)[C@@H](C)O
Relative energy (zero: lowest compared OMol25 entry of this formula, charge and spin): 14.3 kcal/mol
Frontier orbital gap: 9.4052 eV

Positions of all 27 atoms, in Å:
1 C -1.69506 -0.27718 -0.70956
2 C -1.48777 0.12736 0.80245
3 C -2.98480 0.45796 -1.18080
4 C 1.05895 0.24269 0.67293
5 C 1.28588 1.47808 -0.17972
6 C 1.49547 -0.95988 -0.20432
7 C 3.04038 -1.16344 -0.14911
8 H -0.85747 -2.13103 -0.53210
9 H -1.93403 -1.98541 -1.69680
10 H -0.88746 0.16749 -1.24607
11 H -2.74287 1.49457 -1.24035
12 H -3.14285 0.17353 -2.18971
13 H -3.84520 0.19102 -0.58372
14 H -0.28736 0.47416 2.27191
15 H 1.80208 0.24625 1.47242
16 H 1.15090 -0.76115 -1.26026
17 H 1.32945 -2.92244 -0.02970
18 H 3.41015 -1.30450 0.89480
19 H 3.55657 -0.32273 -0.61521
20 H 3.29223 -2.05954 -0.72555
21 H 0.67276 3.23218 -0.30911
22 N -1.77297 -1.69570 -0.76926
23 N -0.22727 0.16428 1.29981
24 O -2.50591 0.23030 1.51877
25 O 2.31813 1.63621 -0.79868
26 O 0.87674 -2.13246 0.32856
27 O 0.33685 2.36518 -0.07810

Mulliken population analysis, charges in e, atoms 1 to 5: C 0.743; C 0.089; C -1.534; C -0.341; C 0.371

Entry 4:
3 unconnected molecules or ions with the total composition C37H65BrN3O3, computed with ωB97M-V/def2-TZVPD.

Properties
2S+1: 4
Total charge: 0
E: -4412.53503 hartree
<S²>: 3.76
Frontier orbital gap (alpha / beta): 8.8134 / 8.7231 eV

Positions of all 109 atoms, in Å:
1 C -5.29437 -1.49473 -5.08981
2 C -4.19571 -1.04758 -4.00723
3 C -4.63797 -1.54267 -2.55519
4 Br -5.47516 0.03321 -1.67725
5 C -3.41822 -2.14976 -1.70898
6 C -2.21927 -1.13751 -1.88777
7 C -1.11677 -1.16320 -0.79103
8 C -0.39750 -2.32655 -0.28630
9 C 0.65206 -2.24501 0.74191
10 C 1.06942 -0.94970 1.29644
11 C 0.34584 0.23869 0.79491
12 C -0.71928 0.14521 -0.21699
13 C -3.04801 -3.51944 -2.42244
14 C -3.95258 -4.76494 -2.07424
15 C -4.58190 -5.27209 -3.45931
16 C -3.03185 -5.98849 -1.58521
17 N -5.07398 -4.55127 -1.14981
18 O -6.24028 -4.44063 -1.69510
19 C -4.81712 -3.66933 0.00286
20 C -6.23035 -3.16307 0.53410
21 C -4.25259 -4.59902 1.18870
22 C -3.79961 -2.47731 -0.21590
23 H -5.99503 -0.66965 -5.36502
24 H -4.71614 -1.75654 -6.02662
25 H -5.82802 -2.43620 -4.79660
26 H -3.23434 -1.49402 -4.35832
27 H -4.12285 0.06910 -4.07603
28 H -5.45771 -2.28288 -2.72335
29 H -1.70038 -1.31023 -2.87785
30 H -2.61603 -0.08337 -1.95357
31 H -0.63734 -3.34311 -0.66916
32 H 1.15274 -3.17243 1.12066
33 H 1.88808 -0.86900 2.05556
34 H 0.68864 1.23283 1.22971
35 H -1.16558 1.11482 -0.53728
36 H -3.01004 -3.42558 -3.54771
37 H -1.98971 -3.78842 -2.12975
38 H -3.69665 -5.50766 -4.12186
39 H -5.26727 -6.14269 -3.32853
40 H -5.08150 -4.39342 -3.96153
41 H -2.18367 -5.62940 -0.95002
42 H -3.69067 -6.63637 -0.95081
43 H -2.71955 -6.59517 -2.47154
44 H -6.73079 -2.45488 -0.16996
45 H -6.90999 -4.04122 0.73278
46 H -6.09191 -2.66317 1.53831
47 H -4.52251 -4.14787 2.17420
48 H -3.14699 -4.76291 1.06405
49 H -4.74565 -5.61150 1.09247
50 H -4.26348 -1.57428 0.28285
51 H -2.89893 -2.71096 0.42276
52 C -2.11802 4.82395 4.66791
53 C -0.82885 3.99664 4.42101
54 C 0.31990 4.54573 5.28645
55 C 0.87852 5.87329 4.78356
56 C 1.26350 5.77655 3.31053
57 C 0.12428 5.25298 2.42457
58 N -0.49731 4.00448 2.96381
59 O 0.34290 3.00304 2.73261
60 C -0.95196 6.34980 2.26342
61 C 0.65883 5.05585 0.99257
62 C -1.18453 2.58525 4.92886
63 H -2.73814 4.38201 5.45033
64 H -1.91202 5.84489 4.99226
65 H -2.74637 4.86441 3.77581
66 H 1.13814 3.81827 5.32335
67 H -0.02143 4.67083 6.31905
68 H 0.15641 6.68040 4.93516
69 H 1.76050 6.14384 5.37128
70 H 1.58836 6.75969 2.95801
71 H 2.13699 5.12020 3.22118
72 H -1.81978 5.97229 1.71724
73 H -0.55604 7.19572 1.69661
74 H -1.29741 6.76588 3.20762
75 H 1.52118 4.38713 0.95646
76 H 0.99076 6.00669 0.57174
77 H -0.11464 4.65224 0.33386
78 H -2.00212 2.15308 4.34619
79 H -1.50400 2.62544 5.97242
80 H -0.33745 1.89827 4.89476
81 C 7.65846 -1.40971 -1.56716
82 C 7.40333 0.10466 -1.34554
83 C 7.20319 0.38838 0.15463
84 C 5.85342 -0.08506 0.68676
85 C 4.71166 0.46740 -0.16165
86 C 4.87907 0.17612 -1.65829
87 N 6.23572 0.54391 -2.16741
88 O 6.28442 1.86798 -2.26848
89 C 4.60248 -1.31992 -1.92818
90 C 3.75842 0.89599 -2.43296
91 C 8.71621 0.77650 -1.79381
92 H 8.72493 -1.64442 -1.56603
93 H 7.21543 -2.03341 -0.78951
94 H 7.28006 -1.74317 -2.53561
95 H 7.29212 1.46350 0.34502
96 H 8.00178 -0.08885 0.73208
97 H 5.80989 -1.17752 0.71701
98 H 5.73105 0.25004 1.72105
99 H 3.76425 0.05234 0.19500
100 H 4.64808 1.54940 0.00362
101 H 4.80803 -1.57624 -2.97047
102 H 3.55265 -1.55651 -1.73753
103 H 5.17460 -1.99247 -1.29193
104 H 3.74337 1.97104 -2.24342
105 H 2.77911 0.51772 -2.13212
106 H 3.85941 0.74005 -3.51024
107 H 8.90520 0.59871 -2.85560
108 H 9.56170 0.37251 -1.23265
109 H 8.72022 1.85354 -1.61941

Mulliken population analysis, charges in e, atoms 1 to 5: C -1.268; C -0.298; C -0.880; Br -0.102; C 1.927

Entry 5:
A single C2H4N4S molecule, computed with ωB97M-V/def2-TZVPD.

Properties
Total charge: 0
E: -695.76281 hartree
SMILES string: Nc1nncn1S
Relative energy (zero: lowest compared OMol25 entry of this formula, charge and spin): 43.4 kcal/mol
Frontier orbital gap: 9.1718 eV

Positions of all 11 atoms, in Å:
1 C 0.23638 -0.68634 0.61333
2 C -0.97674 -0.34864 -1.13743
3 H 0.92117 0.11712 2.29245
4 H 0.96173 -1.74566 2.02193
5 H -1.41689 -0.02034 -2.06106
6 H -0.61799 2.35240 0.07582
7 N 1.06412 -0.67179 1.68131
8 N -0.46944 -1.71896 0.41593
9 N -1.31540 -1.47484 -0.59263
10 N 0.03764 0.29665 -0.39599
11 S 0.58598 1.90556 -0.43405

Mulliken population analysis, charges in e, atoms 1 to 5: C 0.459; C -0.084; H 0.234; H 0.344; H 0.418

Entry 6:
A single C4H6 molecule, computed with ωB97M-V/def2-TZVPD.

Properties
Total charge: 0
E: -155.71256 hartree
SMILES string: C=CC=C
Relative energy (zero: lowest compared OMol25 entry of this formula, charge and spin): 157.0 kcal/mol
Frontier orbital gap: 6.6904 eV

Positions of all 10 atoms, in Å:
1 C 1.78156 1.00088 -0.08574
2 C 0.49178 -0.18393 -0.50155
3 C -0.54852 -0.24427 0.35403
4 C -1.89444 -0.68375 0.09161
5 H 2.29498 1.11246 0.84946
6 H 2.15738 1.57453 -0.93021
7 H 1.60073 -0.46742 -0.31638
8 H -0.20828 0.03388 1.31920
9 H -2.59674 -0.67551 0.84177
10 H -2.23031 -0.91157 -0.91399

Mulliken population analysis, charges in e, atoms 1 to 5: C -0.619; C -0.354; C 0.146; C -0.741; H 0.331

Entry 7:
A molecular structure, C4H17BeN8O5, computed with ωB97M-V/def2-TZVPD.

Properties
Total charge: +1
E: -991.26934 hartree
Relative energy (zero: lowest compared OMol25 entry of this formula, charge and spin): 15.7 kcal/mol
Frontier orbital gap: 3.0874 eV

Positions of all 35 atoms, in Å:
1 Be 3.14597 -0.95230 2.32506
2 O 1.36967 -0.19445 1.21009
3 H 0.72419 0.31158 0.69363
4 C 2.61153 0.53624 -2.57339
5 O 3.80810 0.33283 -2.33515
6 N 1.69203 0.10323 -1.67311
7 N 2.17543 0.92736 -3.79516
8 H 0.68909 0.21206 -1.73621
9 H 2.11758 -0.43848 -0.94522
10 H 2.84643 1.18271 -4.49561
11 H 1.19846 1.16621 -3.77886
12 C -2.27193 -0.12644 -1.08872
13 O -1.17605 -0.64139 -1.30808
14 N -3.37118 -0.34550 -1.86470
15 N -2.50801 0.65491 -0.00100
16 H -3.14438 -0.95750 -2.63027
17 H -4.21376 0.17778 -1.72870
18 H -1.72978 0.66652 0.63283
19 H -3.36588 1.15256 0.14259
20 C -0.33220 2.75586 2.07388
21 O -1.01974 3.75715 2.01798
22 N 0.94039 2.67570 1.60697
23 N -0.78412 1.59604 2.64325
24 H 1.41226 1.78321 1.53507
25 H 1.36501 3.46640 1.15587
26 H -1.69341 1.51656 3.06162
27 H -0.26117 0.74002 2.56931
28 C -0.24652 -3.27544 0.97026
29 O -0.63454 -4.41543 0.86396
30 N -0.79314 -2.32606 1.77537
31 N 0.93474 -2.80797 0.40902
32 H -1.66841 -2.50912 2.23444
33 H -0.36718 -1.41514 1.77555
34 H 1.41167 -3.49752 -0.15576
35 H 1.13885 -1.81218 0.41319

Mulliken population analysis, charges in e, atoms 1 to 5: Be 1.029; O -0.741; H 0.128; C 0.579; O -0.631

Entry 8:
2 unconnected molecules or ions with the total composition C2H10N3O, computed with ωB97M-V/def2-TZVPD.

Properties
Total charge: +1
E: -321.49322 hartree
Relative energy (zero: lowest compared OMol25 entry of this formula, charge and spin): 20.0 kcal/mol
Frontier orbital gap: 11.3851 eV

Positions of all 16 atoms, in Å:
1 C -0.19100 -0.35321 -0.10679
2 N 0.63802 0.48502 0.49624
3 N -1.42438 0.10883 -0.28195
4 N 0.15290 -1.62602 -0.38332
5 C -2.16445 1.27399 0.21735
6 H 0.39944 1.33687 1.01002
7 H 1.55445 0.04926 0.62583
8 H -2.09669 -0.59207 -0.60332
9 H -0.42961 -2.15314 -1.03856
10 H 0.90874 -2.09578 0.12123
11 H -2.08088 1.22604 1.31613
12 H -3.23258 1.24227 -0.05596
13 H -1.74176 2.23315 -0.12611
14 O 2.89392 -0.22739 -0.25147
15 H 3.00029 -0.90957 -0.95259
16 H 3.81354 0.00169 0.01327

Mulliken population analysis, charges in e, atoms 1 to 5: C 0.694; N -0.289; N -0.202; N -0.432; C -0.898